Record 1
{"formula": "C22H25N3O6S", "method": "ωB97M-V with the def2-TZVPD basis set", "smiles": "COc1ccccc1N1CCN(C(=O)CCS(=O)(=O)c2ccc3c(c2)oc(=O)n3C)CC1", "spin_multiplicity": 1, "e_tot_ha": -1867.249539, "elements": ["C", "H", "O", "C", "C", "C", "C", "C", "C", "N", "C", "H", "C", "N", "C", "O", "C", "C", "H", "H", "S", "O", "O", "C", "C", "C", "C", "C", "C", "H", "O", "C", "O", "N", "C", "H", "H", "H", "H", "H", "H", "H", "C", "C", "H", "H", "H", "H", "H", "H", "H", "H", "H", "H", "H", "H", "H"], "coordinates": [[-5.5611, -0.1294, -3.0824], [-4.8586, 0.1375, -3.8710], [-4.7898, -0.2311, -1.9127], [-5.4148, -0.5859, -0.7391], [-6.7729, -0.8347, -0.6499], [-7.3492, -1.2534, 0.5411], [-6.5550, -1.4311, 1.6527], [-5.1979, -1.1647, 1.5834], [-4.5947, -0.7208, 0.4075], [-3.2296, -0.4937, 0.3410], [-2.6651, 0.5900, -0.4360], [-2.1114, 0.1922, -1.2954], [-1.7363, 1.4748, 0.3975], [-0.6739, 0.6807, 0.9890], [0.4370, 1.1647, 1.5720], [1.3164, 0.4254, 1.9901], [0.5628, 2.6755, 1.7310], [1.9350, 3.1107, 1.2612], [2.7227, 2.5497, 1.7560], [2.0996, 4.1791, 1.3705], [2.0775, 2.7400, -0.5247], [0.7601, 2.8101, -1.1115], [3.0935, 3.5931, -1.0786], [2.6497, 1.0420, -0.6047], [1.8207, 0.0677, -1.1286], [2.2094, -1.2632, -1.1460], [3.4526, -1.5596, -0.6171], [4.2898, -0.5533, -0.1061], [3.9074, 0.7672, -0.0902], [4.5429, 1.5507, 0.2852], [5.4488, -1.1180, 0.3328], [5.3683, -2.4613, 0.1197], [6.2210, -3.2548, 0.3924], [4.1467, -2.7349, -0.4649], [3.7200, -4.0582, -0.8253], [3.5193, -4.1148, -1.8963], [4.5288, -4.7410, -0.5685], [2.8204, -4.3322, -0.2719], [1.5721, -2.0334, -1.5489], [0.8665, 0.3781, -1.5233], [0.4483, 2.8986, 2.7957], [-0.1949, 3.2158, 1.1720], [-0.9158, -0.7487, 1.0108], [-2.3705, -0.9894, 1.3935], [-2.5508, -2.0611, 1.5244], [-2.5574, -0.4879, 2.3572], [-0.2381, -1.1849, 1.7475], [-0.7008, -1.1948, 0.0351], [-2.3181, 1.9751, 1.1827], [-1.3010, 2.2242, -0.2696], [-3.4661, 1.2167, -0.8233], [-4.6030, -1.2993, 2.4716], [-6.9835, -1.7696, 2.5838], [-8.4098, -1.4467, 0.5815], [-7.4027, -0.7240, -1.5181], [-6.3228, 0.6534, -3.0004], [-6.0429, -1.0797, -3.3347]], "atomic_forces_ev_per_a": [[-0.1, 0.0, -0.2], [-0.1, 0.0, 0.0], [0.1, -0.2, 0.5], [0.0, 0.1, -0.1], [0.1, 0.1, -0.2], [0.0, 0.0, 0.1], [-0.2, 0.0, 0.0], [0.1, 0.1, -0.1], [-0.1, 0.0, -0.1], [0.2, -0.1, 0.0], [0.2, 0.4, -0.1], [-0.1, 0.2, 0.0], [-0.3, 0.4, -0.2], [-0.1, -0.2, -0.2], [-0.1, 0.0, 0.3], [0.2, 0.1, 0.3], [0.0, -0.2, 0.0], [-0.1, -0.4, -0.7], [0.1, 0.0, 0.1], [0.1, 0.1, -0.2], [0.3, 0.2, -0.1], [-0.2, -0.3, 0.2], [0.3, 0.0, 0.2], [-0.4, 0.5, 0.0], [-0.1, 0.3, -0.1], [0.3, -0.2, 0.1], [0.0, 0.6, 0.1], [-0.9, 0.1, -0.4], [0.5, -0.5, 0.1], [0.2, 0.1, 0.1], [0.3, 0.3, 0.2], [0.0, -0.9, -0.1], [0.2, 0.2, 0.1], [0.1, 0.3, 0.1], [0.0, -0.2, 0.0], [0.0, 0.0, 0.0], [-0.1, 0.0, 0.0], [0.0, 0.0, 0.0], [-0.1, -0.1, -0.1], [-0.2, 0.0, 0.0], [0.0, 0.0, -0.1], [0.0, 0.0, 0.1], [0.0, -0.3, 0.3], [0.1, -0.1, 0.0], [0.0, 0.1, 0.1], [0.0, -0.1, 0.0], [-0.1, 0.0, -0.1], [0.0, -0.1, 0.0], [0.0, 0.0, -0.1], [-0.1, -0.1, 0.1], [0.2, 0.0, 0.0], [0.1, 0.0, 0.1], [0.0, 0.0, 0.1], [-0.1, 0.0, 0.0], [0.0, 0.0, -0.1], [0.0, -0.1, 0.0], [0.0, 0.0, 0.0]], "nbo_charge": [-0.2499, 0.2000, -0.5247, 0.3268, -0.2962, -0.2325, -0.2173, -0.2547, 0.1131, -0.4380, -0.2004, 0.1883, -0.2453, -0.4373, 0.6952, -0.6569, -0.5136, -0.6298, 0.2555, 0.2535, 2.1669, -0.9679, -0.9364, -0.3283, -0.1788, -0.2499, 0.1317, 0.3150, -0.2252, 0.2470, -0.4443, 0.8724, -0.5905, -0.4192, -0.4141, 0.2066, 0.2507, 0.2067, 0.2265, 0.2445, 0.2467, 0.2376, -0.2213, -0.2177, 0.2121, 0.1753, 0.2509, 0.1922, 0.1892, 0.2452, 0.2341, 0.2126, 0.2124, 0.2127, 0.2158, 0.1756, 0.1776]}

=====

Record 2
{"formula": "C9H12NO2P", "method": "ωB97M-V with the def2-TZVPD basis set", "spin_multiplicity": 1, "e_tot_ha": -896.571259, "elements": ["C", "C", "C", "C", "C", "C", "C", "C", "C", "N", "O", "O", "P", "H", "H", "H", "H", "H", "H", "H", "H", "H", "H", "H", "H"], "coordinates": [[-3.8313, 0.1970, 0.1264], [-3.3810, -1.0610, -0.2606], [-2.9731, 1.0800, 0.8308], [-2.0548, -1.3863, -0.0997], [-1.5797, 0.7329, 0.8117], [-1.1238, -0.4254, 0.2638], [2.8096, 0.6643, 0.2065], [2.3046, 0.3729, 1.5865], [1.8576, 0.2691, -2.0980], [1.6604, 0.2614, -0.5952], [1.0411, -3.0564, -0.4251], [1.3920, -0.6665, 1.5518], [0.6977, -0.9590, 0.1617], [-4.7877, 0.5274, -0.1256], [-4.0729, -1.7149, -0.7436], [-3.1927, 2.1030, 1.0672], [-1.5594, -2.1885, -0.6187], [-0.8464, 1.6133, 1.0550], [3.1614, 1.7308, 0.0541], [3.6421, -0.1194, 0.1183], [3.1453, 0.1422, 2.2693], [1.8088, 1.2504, 2.1528], [2.8996, -0.2291, -2.2110], [1.1659, -0.3759, -2.5700], [1.8165, 1.2379, -2.5084]], "atomic_forces_ev_per_a": [[1.9, 0.6, 1.6], [-0.2, 0.6, 0.4], [1.8, -1.7, -1.9], [1.1, 0.1, -1.7], [0.2, 4.0, 0.8], [1.2, -1.3, 0.7], [0.5, -1.3, 0.0], [0.6, 3.0, 3.1], [2.6, -2.0, 2.6], [-1.3, 0.0, -2.0], [-1.2, 5.7, 1.4], [-0.7, -1.4, 0.9], [1.1, -3.2, -2.2], [-1.6, 0.3, -0.2], [-0.2, -0.5, -0.2], [-0.5, 0.1, 0.3], [-0.5, -1.1, 0.2], [-1.3, -1.9, -0.1], [-0.5, -1.4, 0.0], [-0.5, 1.4, -0.7], [-0.4, -0.4, -0.4], [0.5, -0.9, -1.3], [-1.6, 1.0, -0.4], [-0.9, -0.6, -0.4], [0.1, 1.2, -0.3]], "nbo_charge": [-0.1716, -0.2163, -0.2130, -0.1799, -0.1786, -0.3839, -0.2519, -0.0642, -0.3968, -0.7723, -0.8256, -0.7876, 1.9140, 0.2120, 0.2228, 0.2214, 0.2532, 0.2185, 0.2268, 0.1885, 0.1988, 0.1725, 0.1949, 0.2188, 0.1992]}

=====

Record 3
{"formula": "C6H33N2O8", "method": "ωB97M-V with the def2-TZVPD basis set", "spin_multiplicity": 1, "total_charge": 1, "e_tot_ha": -959.539302, "elements": ["N", "C", "C", "C", "C", "C", "N", "C", "H", "H", "H", "H", "H", "H", "H", "H", "H", "H", "H", "H", "H", "H", "H", "H", "H", "H", "H", "O", "H", "H", "O", "H", "H", "O", "H", "H", "O", "H", "H", "O", "H", "H", "O", "H", "H", "O", "H", "H", "O"], "coordinates": [[0.0327, -0.6668, -0.2519], [-0.3673, -1.8254, -1.2094], [-1.7348, -1.4920, -1.8288], [-1.7845, -0.1212, -2.5118], [-3.0656, 0.6060, -2.5643], [-0.5846, -3.0524, -0.3452], [0.6419, -3.2205, 0.4561], [1.9532, -3.1270, -0.2069], [0.6496, 0.0579, -0.6240], [0.4009, -1.1628, 0.5572], [-0.8350, -0.1748, -0.0329], [0.4591, -1.9156, -1.9556], [-1.9748, -2.2950, -2.5700], [-2.6117, -1.6386, -1.2156], [-1.6056, -0.4426, -3.6077], [-0.9636, 0.4619, -2.0726], [-2.9256, 1.5218, -3.2212], [-3.7192, 0.1478, -3.2986], [-3.5987, 0.8553, -1.6334], [-1.4883, -3.2263, 0.2300], [-0.7365, -3.9224, -1.0509], [0.5156, -4.1428, 0.8302], [2.3008, -2.1015, -0.2702], [1.8697, -3.5395, -1.1967], [2.7878, -3.6808, 0.2443], [-0.7411, 1.7841, 0.9392], [0.5207, 1.7059, 1.9315], [0.2073, 1.6367, 1.0096], [-3.2747, 2.3440, 0.5917], [-1.8660, 2.1592, 1.1738], [-2.6000, 1.6800, 0.7829], [3.2198, -0.5016, 2.5916], [3.7498, 0.8913, 1.9603], [3.4443, 0.4177, 2.7360], [0.6050, 1.6507, 4.5075], [1.6621, 1.0817, 3.5606], [0.7111, 1.2628, 3.6309], [0.9053, -2.2591, 2.7576], [0.8531, -1.3885, 4.0146], [0.3017, -1.9653, 3.4739], [1.9121, 1.0098, -2.5335], [2.0228, -0.0296, -3.5292], [1.8869, 0.0416, -2.5721], [-0.8582, 4.4804, -0.6646], [-1.7502, 3.8573, -1.7868], [-1.5103, 3.7955, -0.8551], [0.6733, 3.0411, -1.0518], [2.0805, 2.8598, -1.0030], [1.4523, 3.6193, -0.9938]], "atomic_forces_ev_per_a": [[-1.1, -1.0, -1.2], [-1.8, 0.9, 0.2], [-0.4, -0.6, -1.5], [1.3, -1.8, -1.7], [-1.2, 2.0, -1.5], [2.1, -1.6, -1.8], [-0.3, -0.4, 1.2], [-0.3, -0.4, -0.4], [0.2, -0.5, 0.1], [0.2, 0.4, 0.6], [0.1, -0.1, 0.6], [-0.9, 0.0, 0.7], [0.6, 0.6, 0.2], [0.2, 0.2, 1.3], [0.6, 1.3, 1.5], [-0.2, 0.3, -0.7], [0.2, -0.3, 1.4], [-0.6, -0.9, 0.5], [0.4, -0.2, -0.4], [0.0, 1.3, 0.6], [0.6, 0.7, 0.0], [0.5, -0.3, 0.7], [-0.1, 0.3, -0.2], [0.2, 0.0, -0.8], [-0.7, 0.0, 0.5], [1.5, -0.3, 0.0], [-0.7, 0.1, 0.1], [0.6, 0.0, -0.6], [0.3, 0.1, 0.0], [-1.5, 0.9, 0.5], [-0.3, -0.6, 0.0], [0.3, 0.0, -0.7], [0.0, -0.5, -0.3], [-0.5, 0.6, 1.0], [-0.1, 0.1, -0.1], [0.2, 0.0, 0.0], [0.4, -0.1, 0.3], [-0.7, 0.0, 0.5], [-0.2, 0.1, 0.1], [0.8, -0.2, -0.8], [0.0, 0.0, 0.4], [0.0, -0.7, 0.1], [0.0, 0.9, -0.5], [-0.1, 0.1, -0.3], [0.1, 0.3, 0.1], [0.1, -0.3, 0.1], [-0.6, 0.8, 0.3], [0.3, 1.3, 0.3], [0.4, -2.0, -0.5]], "nbo_charge": [-0.7159, -0.0580, -0.4323, -0.4065, -0.6286, -0.2579, -0.6721, -0.4376, 0.4602, 0.4580, 0.4526, 0.2521, 0.2348, 0.2271, 0.2217, 0.1749, 0.2187, 0.2236, 0.2243, 0.2439, 0.2016, 0.3874, 0.1813, 0.1873, 0.2359, 0.4454, 0.5203, -0.9928, 0.5003, 0.4365, -0.9241, 0.4829, 0.4944, -0.9659, 0.4949, 0.4999, -0.9770, 0.4622, 0.4705, -0.9341, 0.4726, 0.4926, -0.9586, 0.4928, 0.4847, -0.9728, 0.4697, 0.4501, -0.9209]}